Entry 1:
The following is a quantum chemistry calculation of 10 unconnected molecules or ions with the total composition C43H106N6O10 in a non-equilibrium geometry, from the Open Molecules 2025 dataset.

Each atom is followed by the atoms it is bonded to, with distances in Å.
CARTESIAN COORDINATES (ANGSTROEM)
1 C 4.33 -5.74 2.55  C2 1.570, H12 1.090, H13 1.090, H14 1.090
2 C 2.87 -5.85 1.99  C1 1.570, C3 1.546, C4 1.567, N10 1.449
3 C 2.80 -4.62 1.05  C2 1.546, H15 1.090, H16 1.090, H17 1.090
4 C 2.74 -7.06 1.00  C2 1.567, C5 1.594, H18 1.090, H19 1.090
5 C 2.24 -8.42 1.65  C4 1.594, C6 1.508, H20 1.090, H21 1.090
6 C 1.00 -8.13 2.47  C5 1.508, C7 1.528, H22 1.090, H23 1.090
7 C 1.32 -7.18 3.62  C6 1.528, C8 1.533, C9 1.564, N10 1.527
8 C -0.08 -6.85 4.15  C7 1.533, H24 1.090, H25 1.090, H26 1.090
9 C 2.31 -7.85 4.62  C7 1.564, H27 1.090, H28 1.090, H29 1.090
10 N 1.80 -5.88 2.97  C2 1.449, C7 1.527, O11 1.394
11 O 1.91 -4.82 3.87  N10 1.394, H30 0.960
12 H 4.95 -5.77 1.66  C1 1.090
13 H 4.52 -4.81 3.10  C1 1.090
14 H 4.47 -6.53 3.28  C1 1.090
15 H 1.84 -4.41 0.57  C3 1.090
16 H 2.81 -3.77 1.73  C3 1.090
17 H 3.61 -4.46 0.34  C3 1.090
18 H 2.28 -6.67 0.08  C4 1.090
19 H 3.78 -7.30 0.77  C4 1.090
20 H 1.86 -9.05 0.85  C5 1.090
21 H 3.03 -8.85 2.26  C5 1.090
22 H 0.49 -9.01 2.86  C6 1.090
23 H 0.26 -7.62 1.87  C6 1.090
24 H -0.49 -5.89 3.83  C8 1.090
25 H -0.14 -6.76 5.23  C8 1.090
26 H -0.84 -7.60 3.95  C8 1.090
27 H 3.29 -8.19 4.25  C9 1.090
28 H 1.98 -8.75 5.13  C9 1.090
29 H 2.44 -7.15 5.44  C9 1.090
30 H 1.05 -4.45 3.67  O11 0.960
31 C -5.45 5.92 -1.20  C32 1.570, H42 1.090, H43 1.090, H44 1.090
32 C -4.25 4.92 -1.38  C31 1.570, C33 1.542, C34 1.614, N40 1.529
33 C -3.44 5.10 -2.67  C32 1.542, H45 1.090, H46 1.090, H47 1.090
34 C -3.25 5.21 -0.15  C32 1.614, C35 1.593, H48 1.090, H49 1.090
35 C -3.66 4.49 1.21  C34 1.593, C36 1.508, H50 1.090, H51 1.090
36 C -3.73 3.01 0.91  C35 1.508, C37 1.661, H52 1.090, H53 1.090
37 C -4.82 2.55 -0.27  C36 1.661, C38 1.541, C39 1.514, N40 1.448
38 C -4.51 1.13 -0.77  C37 1.541, H54 1.090, H55 1.090, H56 1.090
39 C -6.13 2.59 0.49  C37 1.514, H57 1.090, H58 1.090, H59 1.090
40 N -4.73 3.46 -1.39  C32 1.529, C37 1.448, O41 1.398
41 O -5.69 3.06 -2.33  N40 1.398, H60 0.960
42 H -6.02 5.65 -0.31  C31 1.090
43 H -5.11 6.95 -1.33  C31 1.090
44 H -6.08 5.75 -2.08  C31 1.090
45 H -2.56 4.46 -2.68  C33 1.090
46 H -4.01 5.00 -3.59  C33 1.090
47 H -3.11 6.14 -2.59  C33 1.090
48 H -2.19 5.33 -0.35  C34 1.090
49 H -3.47 6.23 0.17  C34 1.090
50 H -2.83 4.70 1.88  C35 1.090
51 H -4.50 4.89 1.77  C35 1.090
52 H -4.04 2.61 1.87  C36 1.090
53 H -2.69 2.79 0.66  C36 1.090
54 H -5.14 0.90 -1.62  C38 1.090
55 H -4.76 0.48 0.08  C38 1.090
56 H -3.47 1.08 -1.09  C38 1.090
57 H -6.09 2.11 1.47  C39 1.090
58 H -6.97 2.24 -0.12  C39 1.090
59 H -6.42 3.62 0.65  C39 1.090
60 H -5.12 2.62 -2.97  O41 0.960
61 C -2.91 -1.48 -4.11  C62 1.510, H72 1.090, H73 1.090, H74 1.090
62 C -1.65 -1.09 -4.83  C61 1.510, C63 1.541, C64 1.543, N70 1.468
63 C -0.48 -2.04 -4.52  C62 1.541, H75 1.090, H76 1.090, H77 1.090
64 C -1.86 -1.22 -6.35  C62 1.543, C65 1.532, H78 1.090, H79 1.090
65 C -2.60 -0.02 -6.95  C64 1.532, C66 1.542, H80 1.090, H81 1.090
66 C -2.00 1.34 -6.51  C65 1.542, C67 1.572, H82 1.090, H83 1.090
67 C -2.02 1.39 -4.94  C66 1.572, C68 1.597, C69 1.513, N70 1.470
68 C -1.30 2.75 -4.50  C67 1.597, H84 1.090, H85 1.090, H86 1.090
69 C -3.39 1.52 -4.32  C67 1.513, H87 1.090, H88 1.090, H89 1.090
70 N -1.21 0.26 -4.46  C62 1.468, C67 1.470, O71 1.466
71 O -0.81 0.31 -3.05  N70 1.466, H90 0.960
72 H -3.02 -0.97 -3.15  C61 1.090
73 H -3.74 -1.42 -4.82  C61 1.090
74 H -2.97 -2.51 -3.76  C61 1.090
75 H -0.48 -2.98 -5.08  C63 1.090
76 H 0.47 -1.52 -4.57  C63 1.090
77 H -0.50 -2.32 -3.46  C63 1.090
78 H -0.91 -1.32 -6.89  C64 1.090
79 H -2.38 -2.15 -6.55  C64 1.090
80 H -2.55 -0.16 -8.03  C65 1.090
81 H -3.67 -0.09 -6.78  C65 1.090
82 H -2.65 2.17 -6.78  C66 1.090
83 H -1.04 1.61 -6.93  C66 1.090
84 H -0.25 2.71 -4.79  C68 1.090
85 H -1.46 2.78 -3.42  C68 1.090
86 H -1.75 3.63 -4.98  C68 1.090
87 H -3.40 1.16 -3.29  C69 1.090
88 H -4.01 0.75 -4.77  C69 1.090
89 H -3.99 2.42 -4.50  C69 1.090
90 H 0.13 0.49 -3.16  O71 0.960
91 C 0.14 4.05 0.73  O92 1.392, H97 1.090, H98 1.090, H99 1.090
92 O 0.85 5.21 0.42  C91 1.392, C93 1.408
93 C 1.12 6.03 1.53  O92 1.408, C94 1.555, H100 1.090, H101 1.090
94 C 0.03 6.99 2.10  C93 1.555, C95 1.529, N96 1.486, H102 1.090
95 C -0.09 8.33 1.37  C94 1.529, H103 1.090, H104 1.090, H105 1.090
96 N 0.23 7.23 3.55  C94 1.486, H106 1.010, H107 1.010
97 H -0.77 4.42 1.20  C91 1.090
98 H 0.60 3.37 1.45  C91 1.090
99 H -0.22 3.42 -0.09  C91 1.090
100 H 1.47 5.40 2.34  C93 1.090
101 H 1.89 6.68 1.12  C93 1.090
102 H -0.87 6.39 1.95  C94 1.090
103 H 0.05 8.26 0.29  C95 1.090
104 H 0.69 9.01 1.70  C95 1.090
105 H -0.97 8.92 1.60  C95 1.090
106 H 1.21 7.30 3.78  N96 1.010
107 H -0.07 6.33 3.88  N96 1.010
108 C 6.25 0.08 -0.35  O109 1.426, H114 1.090, H115 1.090, H116 1.090
109 O 5.94 -1.26 0.02  C108 1.426, C110 1.418
110 C 5.05 -1.38 1.12  O109 1.418, C111 1.557, H117 1.090, H118 1.090
111 C 5.55 -0.93 2.53  C110 1.557, C112 1.534, N113 1.425, H119 1.090
112 C 6.84 -1.66 2.93  C111 1.534, H120 1.090, H121 1.090, H122 1.090
113 N 4.62 -1.24 3.57  C111 1.425, H123 1.010, H124 1.010
114 H 6.59 0.28 -1.36  C108 1.090
115 H 7.05 0.51 0.24  C108 1.090
116 H 5.32 0.64 -0.27  C108 1.090
117 H 4.09 -0.98 0.81  C110 1.090
118 H 4.88 -2.45 1.20  C110 1.090
119 H 5.62 0.16 2.45  C111 1.090
120 H 7.19 -1.42 3.93  C112 1.090
121 H 7.55 -1.43 2.14  C112 1.090
122 H 6.73 -2.73 3.08  C112 1.090
123 H 3.68 -0.87 3.53  N113 1.010
124 H 4.38 -2.22 3.51  N113 1.010
125 C 1.63 0.19 -1.17  O126 1.370, H131 1.090, H132 1.090, H133 1.090
126 O 0.75 -0.82 -0.90  C125 1.370, C127 1.407
127 C 0.96 -1.48 0.33  O126 1.407, C128 1.540, H134 1.090, H135 1.090
128 C -0.38 -2.09 0.77  C127 1.540, C129 1.565, N130 1.464, H136 1.090
129 C -1.52 -1.01 0.71  C128 1.565, H137 1.090, H138 1.090, H139 1.090
130 N -0.31 -2.48 2.18  C128 1.464, H140 1.010, H141 1.010
131 H 1.36 1.13 -0.67  C125 1.090
132 H 1.53 0.32 -2.24  C125 1.090
133 H 2.64 -0.17 -1.00  C125 1.090
134 H 1.77 -2.20 0.22  C127 1.090
135 H 1.16 -0.75 1.12  C127 1.090
136 H -0.67 -2.89 0.09  C128 1.090
137 H -1.32 -0.12 1.31  C129 1.090
138 H -2.33 -1.59 1.16  C129 1.090
139 H -1.64 -0.67 -0.32  C129 1.090
140 H -1.23 -2.65 2.57  N130 1.010
141 H -0.08 -1.64 2.69  N130 1.010
142 C -2.89 -1.66 4.42  O143 1.405, H144 1.090, H145 1.090, H146 1.090
143 O -2.26 -2.88 4.13  C142 1.405, H147 0.960
144 H -2.30 -0.80 4.08  C142 1.090
145 H -3.95 -1.62 4.17  C142 1.090
146 H -2.82 -1.49 5.50  C142 1.090
147 H -1.70 -3.16 4.86  O143 0.960
148 C 1.22 4.25 -2.58  O149 1.399, H150 1.090, H151 1.090, H152 1.090
149 O 1.99 5.40 -2.43  C148 1.399, H153 0.960
150 H 1.24 3.61 -3.47  C148 1.090
151 H 1.64 3.63 -1.79  C148 1.090
152 H 0.15 4.31 -2.41  C148 1.090
153 H 1.61 5.87 -1.68  O149 0.960
154 C 0.63 1.16 4.44  O155 1.413, H156 1.090, H157 1.090, H158 1.090
155 O 1.21 0.01 3.85  C154 1.413, H159 0.960
156 H 1.02 2.11 4.08  C154 1.090
157 H -0.43 1.08 4.18  C154 1.090
158 H 0.74 1.01 5.51  C154 1.090
159 H 1.40 0.28 2.95  O155 0.960
160 C 4.45 -1.92 -2.96  O161 1.424, H162 1.090, H163 1.090, H164 1.090
161 O 4.27 -2.82 -1.88  C160 1.424, H165 0.960
162 H 5.48 -1.57 -2.90  C160 1.090
163 H 4.21 -2.54 -3.82  C160 1.090
164 H 3.82 -1.02 -2.90  C160 1.090
165 H 4.55 -2.36 -1.08  O161 0.960

## Properties
- gap between HOMO and LUMO (hartree) = 0.2973

Entry 2:
The following is a quantum chemistry calculation of 14 unconnected molecules or ions with the total composition C43H110N4O14 in a non-equilibrium geometry, from the Open Molecules 2025 dataset.

Each atom is followed by the atoms it is bonded to, with distances in Å.
CARTESIAN COORDINATES (ANGSTROEM)
1 C -3.59 -2.38 -5.09  O2 1.417, H3 1.100, H4 1.091, H5 1.093
2 O -3.27 -2.48 -3.72  C1 1.417, H6 0.966
3 H -4.59 -2.72 -5.39  C1 1.100
4 H -3.60 -1.32 -5.38  C1 1.091
5 H -2.89 -2.94 -5.72  C1 1.093
6 H -3.69 -3.29 -3.39  O2 0.966
7 C -3.69 0.31 4.83  O8 1.415, H9 1.096, H10 1.085, H11 1.093
8 O -3.29 -0.42 3.69  C7 1.415, H12 0.960
9 H -3.00 1.16 4.93  C7 1.096
10 H -4.70 0.70 4.78  C7 1.085
11 H -3.54 -0.26 5.76  C7 1.093
12 H -2.37 -0.16 3.58  O8 0.960
13 C -0.18 6.24 0.28  O14 1.380, H15 1.088, H16 1.090, H17 1.099
14 O 0.06 6.61 -1.03  C13 1.380, H18 0.966
15 H 0.70 6.35 0.90  C13 1.088
16 H -1.04 6.75 0.72  C13 1.090
17 H -0.38 5.17 0.39  C13 1.099
18 H -0.79 6.77 -1.47  O14 0.966
19 C -4.82 1.41 -7.74  O20 1.438, H21 1.095, H22 1.094, H23 1.098
20 O -4.28 1.27 -9.06  C19 1.438, H24 0.964
21 H -5.13 0.39 -7.50  C19 1.095
22 H -4.08 1.76 -7.01  C19 1.094
23 H -5.72 2.03 -7.67  C19 1.098
24 H -3.89 2.10 -9.35  O20 0.964
25 C -6.14 -0.06 1.73  O26 1.427, H27 1.091, H28 1.096, H29 1.098
26 O -6.48 -1.23 0.99  C25 1.427, H30 0.960
27 H -5.10 -0.09 2.07  C25 1.091
28 H -6.23 0.86 1.15  C25 1.096
29 H -6.75 -0.03 2.64  C25 1.098
30 H -7.24 -1.04 0.45  O26 0.960
31 C 1.83 0.27 -4.17  O32 1.460, H33 1.096, H34 1.091, H35 1.110
32 O 0.87 0.34 -5.27  C31 1.460, H36 0.970
33 H 1.89 -0.72 -3.73  C31 1.096
34 H 2.78 0.68 -4.51  C31 1.091
35 H 1.40 0.83 -3.31  C31 1.110
36 H 1.09 1.19 -5.68  O32 0.970
37 C -3.28 6.17 -1.94  O38 1.404, H39 1.098, H40 1.088, H41 1.092
38 O -2.73 7.12 -2.83  C37 1.404, H42 0.964
39 H -2.68 5.26 -1.86  C37 1.098
40 H -3.32 6.56 -0.92  C37 1.088
41 H -4.28 5.87 -2.25  C37 1.092
42 H -2.59 6.65 -3.66  O38 0.964
43 O 1.61 5.14 -3.36  H44 0.965, H45 0.968
44 H 2.03 5.98 -3.14  O43 0.965
45 H 1.18 4.88 -2.53  O43 0.968
46 O -6.28 0.19 -2.71  H47 0.968, H48 0.966
47 H -5.64 0.51 -2.05  O46 0.968
48 H -5.76 -0.36 -3.30  O46 0.966
49 O 0.11 3.00 -6.56  H50 0.968, H51 0.969
50 H -0.76 2.62 -6.37  O49 0.968
51 H 0.15 3.82 -6.05  O49 0.969
52 C -0.81 -4.04 -2.42  C53 1.516, H63 1.086, H64 1.091, H65 1.098
53 C -0.93 -5.05 -1.30  C52 1.516, C54 1.525, N58 1.456, C62 1.536
54 C 0.42 -5.22 -0.62  C53 1.525, C55 1.507, H66 1.099, H67 1.097
55 C 0.32 -5.96 0.69  C54 1.507, C56 1.517, H68 1.099, H69 1.092
56 C -0.66 -5.34 1.66  C55 1.517, C57 1.538, H70 1.089, H71 1.091
57 C -2.03 -5.10 0.99  C56 1.538, N58 1.449, C60 1.546, C61 1.525
58 N -1.85 -4.50 -0.31  C53 1.456, C57 1.449, O59 1.427
59 O -3.12 -4.35 -0.96  N58 1.427, H81 0.969
60 C -2.78 -6.45 1.00  C57 1.546, H72 1.083, H73 1.092, H74 1.097
61 C -2.79 -4.14 1.89  C57 1.525, H75 1.090, H76 1.097, H77 1.096
62 C -1.37 -6.38 -1.93  C53 1.536, H78 1.093, H79 1.090, H80 1.093
63 H -1.70 -3.85 -3.00  C52 1.086
64 H 0.04 -4.15 -3.10  C52 1.091
65 H -0.61 -3.08 -1.92  C52 1.098
66 H 1.06 -5.76 -1.34  C54 1.099
67 H 0.96 -4.27 -0.60  C54 1.097
68 H 1.33 -6.01 1.12  C55 1.099
69 H 0.05 -7.02 0.56  C55 1.092
70 H -0.34 -4.41 2.12  C56 1.089
71 H -0.83 -6.07 2.45  C56 1.091
72 H -3.74 -6.43 0.50  C60 1.083
73 H -2.12 -7.25 0.66  C60 1.092
74 H -2.91 -6.75 2.05  C60 1.097
75 H -2.69 -4.45 2.93  C61 1.090
76 H -2.44 -3.11 1.74  C61 1.097
77 H -3.87 -4.07 1.70  C61 1.096
78 H -2.10 -6.28 -2.73  C62 1.093
79 H -1.85 -7.06 -1.22  C62 1.090
80 H -0.51 -6.89 -2.38  C62 1.093
81 H -3.45 -3.47 -0.71  O59 0.969
82 C 4.12 -2.38 3.28  C83 1.529, H93 1.093, H94 1.097, H95 1.102
83 C 2.69 -1.91 3.56  C82 1.529, C84 1.535, N88 1.472, C92 1.532
84 C 1.81 -3.17 3.60  C83 1.535, C85 1.526, H96 1.091, H97 1.098
85 C 1.92 -4.03 4.86  C84 1.526, C86 1.526, H98 1.091, H99 1.087
86 C 1.76 -3.08 6.04  C85 1.526, C87 1.520, H100 1.098, H101 1.092
87 C 2.71 -1.89 6.09  C86 1.520, N88 1.472, C90 1.511, C91 1.539
88 N 2.57 -1.16 4.82  C83 1.472, C87 1.472, O89 1.403
89 O 3.35 0.00 4.82  N88 1.403, H111 0.981
90 C 2.26 -0.97 7.20  C87 1.511, H102 1.094, H103 1.093, H104 1.089
91 C 4.15 -2.34 6.42  C87 1.539, H105 1.088, H106 1.087, H107 1.095
92 C 2.18 -1.00 2.43  C83 1.532, H108 1.089, H109 1.087, H110 1.090
93 H 4.39 -3.36 3.67  C82 1.093
94 H 4.91 -1.68 3.58  C82 1.097
95 H 4.33 -2.56 2.21  C82 1.102
96 H 0.77 -2.92 3.38  C84 1.091
97 H 2.17 -3.82 2.80  C84 1.098
98 H 2.89 -4.53 4.95  C85 1.091
99 H 1.13 -4.77 4.95  C85 1.087
100 H 1.98 -3.59 6.99  C86 1.098
101 H 0.74 -2.72 6.10  C86 1.092
102 H 1.17 -0.91 7.17  C90 1.094
103 H 2.56 -1.27 8.20  C90 1.093
104 H 2.63 0.05 7.10  C90 1.089
105 H 4.10 -2.95 7.32  C91 1.088
106 H 4.68 -2.87 5.63  C91 1.087
107 H 4.76 -1.45 6.58  C91 1.095
108 H 2.72 -0.06 2.50  C92 1.089
109 H 1.12 -0.81 2.54  C92 1.087
110 H 2.48 -1.50 1.51  C92 1.090
111 H 4.28 -0.25 4.66  O89 0.981
112 C 4.66 2.39 -2.11  C113 1.520, H123 1.089, H124 1.092, H125 1.093
113 C 5.12 2.76 -0.71  C112 1.520, C114 1.533, N118 1.458, C122 1.541
114 C 5.40 4.27 -0.64  C113 1.533, C115 1.505, H126 1.094, H127 1.090
115 C 5.68 4.69 0.77  C114 1.505, C116 1.522, H128 1.093, H129 1.098
116 C 4.46 4.43 1.64  C115 1.522, C117 1.521, H130 1.098, H131 1.088
117 C 3.95 3.00 1.56  C116 1.521, N118 1.445, C120 1.568, C121 1.527
118 N 4.08 2.41 0.25  C113 1.458, C117 1.445, O119 1.392
119 O 3.80 1.04 0.22  N118 1.392, H141 0.965
120 C 4.69 2.14 2.64  C117 1.568, H132 1.090, H133 1.086, H134 1.088
121 C 2.47 3.00 1.96  C117 1.527, H135 1.092, H136 1.094, H137 1.101
122 C 6.43 2.00 -0.42  C113 1.541, H138 1.093, H139 1.093, H140 1.088
123 H 5.30 2.82 -2.87  C112 1.089
124 H 3.62 2.67 -2.28  C112 1.092
125 H 4.71 1.30 -2.18  C112 1.093
126 H 6.31 4.37 -1.24  C114 1.094
127 H 4.63 4.81 -1.19  C114 1.090
128 H 6.09 5.69 0.90  C115 1.093
129 H 6.55 4.08 1.09  C115 1.098
130 H 3.71 5.13 1.25  C116 1.098
131 H 4.70 4.74 2.65  C116 1.088
132 H 4.95 2.76 3.49  C120 1.090
133 H 4.10 1.31 3.01  C120 1.086
134 H 5.61 1.76 2.19  C120 1.088
135 H 2.05 2.00 2.05  C121 1.092
136 H 2.28 3.54 2.89  C121 1.094
137 H 1.86 3.53 1.22  C121 1.101
138 H 7.21 2.43 -1.04  C122 1.093
139 H 6.29 0.95 -0.70  C122 1.093
140 H 6.77 1.94 0.61  C122 1.088
141 H 2.98 1.01 -0.30  O119 0.965
142 C -0.52 -1.03 -0.24  C143 1.536, H153 1.089, H154 1.088, H155 1.091
143 C -1.17 0.33 -0.51  C142 1.536, C144 1.519, N148 1.440, C152 1.542
144 C -0.03 1.34 -0.52  C143 1.519, C145 1.514, H156 1.101, H157 1.097
145 C -0.49 2.69 -1.02  C144 1.514, C146 1.536, H158 1.105, H159 1.097
146 C -1.11 2.60 -2.42  C145 1.536, C147 1.505, H160 1.094, H161 1.093
147 C -2.25 1.61 -2.45  C146 1.505, N148 1.462, C150 1.537, C151 1.522
148 N -1.88 0.37 -1.76  C143 1.440, C147 1.462, O149 1.412
149 O -2.94 -0.56 -1.71  N148 1.412, H171 0.981
150 C -3.48 2.24 -1.78  C147 1.537, H162 1.094, H163 1.093, H164 1.095
151 C -2.67 1.21 -3.85  C147 1.522, H165 1.087, H166 1.096, H167 1.093
152 C -2.07 0.65 0.70  C143 1.542, H168 1.087, H169 1.094, H170 1.100
153 H -1.24 -1.86 -0.25  C142 1.089
154 H -0.11 -0.96 0.76  C142 1.088
155 H 0.24 -1.21 -1.00  C142 1.091
156 H 0.40 1.50 0.49  C144 1.101
157 H 0.88 1.01 -1.03  C144 1.097
158 H 0.37 3.39 -1.08  C145 1.105
159 H -1.09 3.27 -0.31  C145 1.097
160 H -0.29 2.28 -3.08  C146 1.094
161 H -1.43 3.62 -2.61  C146 1.093
162 H -4.19 2.69 -2.48  C150 1.094
163 H -4.09 1.57 -1.17  C150 1.093
164 H -3.16 3.01 -1.07  C150 1.095
165 H -3.58 0.61 -3.79  C151 1.087
166 H -2.85 2.14 -4.40  C151 1.096
167 H -1.93 0.64 -4.42  C151 1.093
168 H -2.91 -0.01 0.89  C152 1.087
169 H -2.41 1.69 0.69  C152 1.094
170 H -1.42 0.62 1.58  C152 1.100
171 H -2.89 -1.08 -2.54  O149 0.981

## Properties
- gap between HOMO and LUMO (hartree) = 0.3025

ΔE to the lowest compared entry with this formula, charge and spin in kJ/mol, matching the order above: 510.90, 0.00